An isolated molecule of C3H6ClFO2. Source: OMol25; level of theory: ωB97M-V/def2-TZVPD.

Atoms and positions in Å:
O: 2.0071 1.4555 0.6563
C: 1.0259 1.1133 -0.3417
H: 1.4305 0.3714 -1.1253
Cl: 0.7464 -0.7154 1.5722
H: -0.2274 -1.6571 -0.8048
F: -0.8570 1.3565 1.0198
C: -0.9652 -0.7489 -0.4737
H: 2.5166 0.6062 0.9075
H: -1.7125 -0.4060 -1.4172
H: -2.3514 -2.2411 0.1141
C: -0.2311 0.3458 0.4322
H: 0.5154 1.9767 -0.9678
O: -1.8972 -1.4571 0.4284

Computed properties:
LUMO	0.019	Eh
energy relative to the best compared isomer or geometry (same formula, charge and spin)	51.7	kcal per mole
SMILES	OCC(F)(Cl)CO
HOMO	-10.46	eV
gap between HOMO and LUMO	0.4041	hartree
DFT total energy	-22540.540	eV



An isolated molecule of C3H6ClN. Source: OMol25; level of theory: ωB97M-V/def2-TZVPD.

Atoms and positions in Å:
H: -0.1305 -1.9385 0.8165
C: 0.4431 0.7921 -0.6982
H: 1.1895 0.1907 -1.1994
N: -0.1095 -1.5022 -0.0843
H: 1.3323 0.5871 1.2065
H: -0.1422 1.6107 1.0845
H: -0.1848 -2.1431 -0.8634
C: 0.3659 0.7360 0.8062
H: 0.0089 1.6648 -1.0890
Cl: -2.2600 0.1849 -0.0028
C: -0.5125 -0.1826 0.0234

Computed properties:
LUMO	0.040	Eh
energy relative to the best compared isomer or geometry (same formula, charge and spin)	13.8	kcal per mole
SMILES	NC1(Cl)CC1
HOMO	-9.51	eV
gap between HOMO and LUMO	0.3898	hartree
DFT total energy	-17219.492	eV